Molecular formula: C27H20ClNO3S
Method: DFT, the ωB97M-V functional and the def2-TZVPD basis

Cartesian coordinates (Å):
N -10.10286 -1.30823 -0.37720
C -8.99270 -1.16412 -0.72398
C -7.62166 -1.03759 -1.14358
C -6.84283 -2.19376 -1.27076
C -5.51090 -2.09954 -1.65650
C -4.99065 -0.86126 -2.02909
S -3.25361 -0.80441 -2.50680
C -2.32787 -0.56233 -1.00735
Cl -2.32722 -1.88736 0.04183
O -2.93681 -2.10106 -3.05914
O -3.08210 0.41079 -3.27736
C -5.74990 0.30632 -1.88465
C -7.07954 0.21843 -1.46653
H -7.27657 -3.17587 -1.05563
H -4.87321 -2.98221 -1.64274
H -2.56989 0.39615 -0.54176
H -5.30132 1.27690 -2.07795
H -7.70759 1.11360 -1.38618
C 6.28894 -0.44819 5.20899
C 6.33436 0.45721 4.15119
C 5.16575 1.05977 3.66869
C 3.96965 0.78720 4.33309
O 2.75645 1.38286 3.96353
C 2.20207 1.19359 2.69969
C 1.02751 0.42692 2.59934
C 0.50620 0.13714 1.35988
C 1.08704 0.65391 0.15689
C 0.57876 0.21428 -1.09166
C 1.24690 0.31101 -2.34088
C 0.47294 0.07275 -3.52446
C 1.03945 0.11367 -4.79451
C 2.40000 0.43885 -4.95304
C 3.18223 0.72927 -3.82179
C 2.64227 0.59889 -2.54036
C 2.15864 1.59407 0.32737
C 2.74429 1.81577 1.56611
C 3.91104 -0.07395 5.43443
C 5.07420 -0.72633 5.84100
H 7.20120 -0.94192 5.54030
H 7.27896 0.74107 3.69385
H 5.15715 1.74949 2.82218
H 0.57831 0.05871 3.52674
H -0.34933 -0.54538 1.28449
H -0.39127 -0.29914 -1.09793
H -0.59678 -0.14542 -3.40579
H 0.41879 -0.10167 -5.67056
H 2.83898 0.51190 -5.95045
H 4.22355 1.05368 -3.93495
H 3.29984 0.70766 -1.67561
H 2.55066 2.12366 -0.53590
H 3.58645 2.50665 1.66944
H 2.94214 -0.26082 5.89731
H 5.01992 -1.44161 6.65874

For the total energy, the calculation gives -59308.90917 eV. For the largest force on an atom, the calculation gives 0.0562 Eh/bohr. For the HOMO energy, the calculation gives -6.9 eV. The calculation puts the HOMO-LUMO gap at 4.14 eV. The LUMO energy is -2.73 eV. The calculation puts the energy relative to the best compared isomer or geometry (same formula, charge and spin) at 66.79 kcal/mol. As for the spin multiplicity: 1.

Löwdin population analysis, charges in e, atoms 1 to 5:
1. N 0.1436
2. C -0.1787
3. C -0.2361
4. C -0.0199
5. C -0.0583

Molecular formula: C27H20MnN6OSe
Method: DFT, the ωB97M-V functional and the def2-TZVPD basis

Cartesian coordinates (Å):
Mn 0.80334 -0.00816 0.10291
C 1.12001 0.13570 4.41091
C 1.28190 0.40083 3.08249
N 0.65005 -0.28020 2.09390
C -0.16770 -1.33378 2.47897
C -0.37338 -1.66328 3.84327
C 0.26161 -0.92450 4.81610
C -1.26285 -2.77265 4.13075
C -1.87846 -3.47049 3.15705
C -1.67149 -3.14583 1.76896
C -2.26688 -3.81198 0.71293
C -2.01019 -3.42348 -0.59913
C -1.13736 -2.36010 -0.80912
N -0.53346 -1.70368 0.17033
C -0.79632 -2.06927 1.47341
H 1.64842 0.73432 5.13894
H 1.93803 1.19612 2.74833
H 0.11363 -1.15441 5.86267
H -1.42541 -3.02779 5.17123
H -2.54157 -4.29109 3.40336
H -2.93847 -4.63786 0.91903
H -2.46563 -3.92089 -1.44186
H -0.91720 -2.02269 -1.81623
Se -2.65927 4.18721 -5.34188
N -1.49880 2.82249 -5.36806
C -1.24348 2.50602 -4.13354
C -0.34964 1.40577 -3.74627
C 0.27804 0.60032 -4.65234
C 1.12416 -0.43688 -4.19339
C 1.28085 -0.59130 -2.83836
N 0.65965 0.16154 -1.91918
C -0.16133 1.18810 -2.34949
C -0.78678 1.97666 -1.37032
N -0.51681 1.67770 -0.05824
C -1.11173 2.38625 0.90082
C -1.97724 3.43364 0.65546
C -2.24980 3.76513 -0.68158
C -1.66641 3.04748 -1.69400
C -1.89834 3.31942 -3.11414
N -2.66789 4.27186 -3.55276
H 0.12357 0.77143 -5.70953
H 1.64608 -1.08914 -4.87643
H 1.93449 -1.36231 -2.44439
H -0.87239 2.08506 1.91532
H -2.42413 3.97372 1.47613
H -2.91843 4.57869 -0.93225
C 3.27363 -1.85517 0.91360
O 3.64963 -0.54592 0.46478
C 2.67899 0.28752 0.11351
C 3.23973 1.61836 -0.27636
H 3.24837 -1.85652 2.00219
H 4.03339 -2.54306 0.55109
H 2.29403 -2.13528 0.52311
H 4.27619 1.54427 -0.61057
H 3.20503 2.29287 0.58560
H 2.62605 2.06928 -1.05777

For the total energy, the calculation gives -135977.24362 eV. For the largest force on an atom, the calculation gives 0.0076 Eh/bohr. For the HOMO energy (alpha / beta), the calculation gives -5.1 / -7.2 eV. Its expectation value of S² is 9.12. The calculation puts the HOMO-LUMO gap (alpha / beta) at 4.91 / 6.94 eV. The LUMO energy (alpha / beta) is -0.21 / -0.22 eV. The calculation puts the energy relative to the best compared isomer or geometry (same formula, charge and spin) at 0.00 kcal/mol. As for the spin multiplicity: 6.

Löwdin population analysis, charges in e, atoms 1 to 5:
1. Mn 0.7773
2. C -0.0813
3. C -0.1573
4. N -0.0280
5. C -0.1620

Molecular formula: C27H21Cl2N4O4Pb
Method: DFT, the ωB97M-V functional and the def2-TZVPD basis

Cartesian coordinates (Å):
Pb 0.09468 0.02183 -0.07336
Cl -5.54173 -2.43160 -3.58240
C -4.58081 -1.56380 -2.42421
C -3.33121 -2.05707 -2.08484
C -2.53994 -1.40233 -1.14632
N -1.25918 -1.81432 -0.77662
C -0.89521 -3.09799 -0.78969
O -1.55825 -4.08890 -1.11783
C 0.52309 -3.35948 -0.30523
C 1.06063 -4.63602 -0.46269
C 2.32100 -4.90107 0.03685
C 3.02048 -3.88659 0.68147
C 2.42197 -2.64233 0.76792
N 1.21067 -2.38831 0.28863
C -3.03235 -0.21983 -0.53443
C -4.28606 0.26186 -0.89298
C -5.05693 -0.40418 -1.83275
Cl -6.62608 0.22711 -2.22969
N -2.19338 0.39262 0.39855
C -2.66442 1.05431 1.45911
O -3.83337 1.33534 1.74343
C -1.59035 1.47382 2.44765
C -1.82931 2.54462 3.30482
C -0.86594 2.88059 4.23766
C 0.30083 2.12959 4.30566
C 0.45293 1.08364 3.41227
N -0.46503 0.76480 2.50773
H -2.97147 -2.96250 -2.54620
H 0.45752 -5.37822 -0.96577
H 2.75893 -5.88647 -0.06461
H 4.00185 -4.05333 1.10465
H 2.93021 -1.80486 1.23970
H -4.66852 1.15442 -0.42498
H -2.76662 3.07551 3.21456
H -1.02339 3.71303 4.91293
H 1.07716 2.35202 5.02537
H 1.35082 0.47356 3.41256
C 1.42611 1.33719 -2.68922
O 0.18942 1.11995 -2.13241
H 1.50462 0.92212 -3.71158
H 2.27373 0.89437 -2.11578
H 1.65864 2.42108 -2.77854
C 0.68557 4.00476 -0.49020
C 1.85157 3.35714 0.20333
O 1.71572 2.35720 0.87617
C 3.20818 3.96975 0.05215
C 3.38005 5.32496 -0.21541
C 4.65396 5.86892 -0.27074
C 5.76583 5.05977 -0.08873
C 5.60176 3.70246 0.15816
C 4.32972 3.16357 0.23581
H -0.06599 3.24291 -0.69871
H 0.98833 4.48253 -1.41969
H 0.25181 4.75913 0.17238
H 2.51739 5.96260 -0.36025
H 4.77911 6.92621 -0.46844
H 6.75807 5.49085 -0.13455
H 6.47240 3.07136 0.28371
H 4.17653 2.11120 0.43691

For the total energy, the calculation gives -72786.28698 eV. For the largest force on an atom, the calculation gives 0.0153 Eh/bohr. As for the charge: -1. For the HOMO energy, the calculation gives -4.4 eV. The calculation puts the HOMO-LUMO gap at 6.66 eV. The LUMO energy is 2.23 eV. The calculation puts the energy relative to the best compared isomer or geometry (same formula, charge and spin) at 20.09 kcal/mol. As for the spin multiplicity: 1.

Löwdin population analysis, charges in e, atoms 1 to 5:
1. Pb 1.4614
2. Cl 0.6217
3. C -0.6892
4. C -0.0412
5. C -0.2124

Molecular formula: C27H21Cl68N2O
Method: DFT, the ωB97M-V functional and the def2-TZVPD basis

Cartesian coordinates (Å):
C 4.34051 -2.01745 0.49273
C 5.92027 -1.48870 0.36178
O 6.62973 -1.45731 1.49358
N 6.43074 -1.04736 -1.00710
C 6.92998 0.38083 -0.96874
C 5.71542 1.49886 -0.72318
C 5.19817 2.14800 -2.13714
C 3.97531 1.33823 -2.86955
C 2.80347 0.78694 -1.86439
C 2.13783 1.78442 -0.74535
C 0.64132 1.09703 -0.46409
C 0.78497 -0.34665 -1.23376
N 1.63214 -0.00885 -2.44212
H 4.24310 -2.86842 1.29259
H 4.03596 -2.36546 -0.60593
H 3.66945 -1.09228 0.83758
H 5.70466 -1.20727 -1.73932
H 7.63854 0.67289 -1.87048
H 7.61035 0.46448 0.00851
H 6.24584 2.38591 -0.12595
H 4.87046 1.10148 -0.01692
H 4.99367 3.30597 -1.98210
H 6.12790 2.09691 -2.88361
H 4.32304 0.41717 -3.52502
H 3.44878 2.09808 -3.62443
H 3.38672 -0.00007 -1.20678
H 2.70103 1.64933 0.28849
H 2.01125 2.86902 -1.18023
H -0.23538 1.78263 -0.89269
H 0.35649 0.82834 0.63877
H -0.14394 -1.05112 -1.34222
H 1.48333 -0.94970 -0.49140
H 2.12335 -0.91350 -2.71224
H 1.19013 0.39033 -3.29893
C -3.43537 -0.86600 -0.20193
Cl -2.41095 -0.43111 1.18943
Cl -3.15095 -2.56969 -0.63938
Cl -5.14955 -0.64184 0.22941
Cl -3.03007 0.17854 -1.58739
C -4.74951 2.48904 2.52229
Cl -2.97530 2.60712 2.40960
Cl -5.39416 3.95646 3.30070
Cl -5.43950 2.33225 0.88705
Cl -5.18927 1.06034 3.49196
C -6.23949 1.52411 7.69378
Cl -5.21507 1.95900 9.08513
Cl -5.95506 -0.17957 7.25633
Cl -7.95366 1.74827 8.12511
Cl -5.83419 2.56865 6.30832
C -11.75364 1.45887 6.86327
Cl -11.57328 0.80857 8.51221
Cl -11.55684 3.22942 6.89827
Cl -10.51216 0.74418 5.80374
Cl -13.37241 1.05348 6.23871
C -1.27239 4.81792 -1.54991
Cl -0.04507 4.91185 -0.26176
Cl -0.48098 4.98463 -3.13758
Cl -2.10497 3.24501 -1.46361
Cl -2.45862 6.13028 -1.33689
C 8.32761 2.27553 -5.25161
Cl 7.94362 0.80694 -4.31875
Cl 6.92567 3.37508 -5.23200
Cl 9.73310 3.09219 -4.52201
Cl 8.70796 1.82807 -6.93385
C -5.77239 -4.28697 -3.37662
Cl -5.59202 -4.93727 -1.72767
Cl -5.57558 -2.51642 -3.34162
Cl -4.53090 -5.00166 -4.43614
Cl -7.39115 -4.69236 -4.00117
C 1.72763 8.37829 1.61903
Cl 3.00645 9.55971 1.99760
Cl 1.41310 8.38504 -0.13478
Cl 2.25370 6.75188 2.12177
Cl 0.23708 8.81647 2.49142
C -13.27245 -3.21630 5.51902
Cl -14.48060 -3.10932 6.82416
Cl -12.44464 -4.79186 5.60368
Cl -14.08603 -3.05691 3.94188
Cl -12.07832 -1.90718 5.70630
C -1.48056 -6.45489 -2.49301
Cl 0.29365 -6.33680 -2.60570
Cl -2.12521 -4.98747 -1.71460
Cl -2.17055 -6.61167 -4.12825
Cl -1.92032 -7.88358 -1.52334
C -8.98064 -2.34773 9.68203
Cl -10.18879 -2.24075 10.98717
Cl -8.15283 -3.92328 9.76669
Cl -9.79422 -2.18833 8.10490
Cl -7.78651 -1.03861 9.86931
C -6.88058 -1.74433 13.67642
Cl -6.28465 -0.14097 13.17787
Cl -6.30073 -2.97695 12.52784
Cl -6.27472 -2.12203 15.30889
Cl -8.66230 -1.73756 13.69100
C 8.71940 4.44711 -10.23419
Cl 7.71180 4.48535 -8.76527
Cl 8.70079 6.05147 -11.00910
Cl 10.39243 4.01863 -9.79596
Cl 8.07259 3.23304 -11.36666
C -1.18060 -11.45592 -2.94025
Cl -2.18820 -11.41768 -1.47133
Cl -1.19921 -9.85156 -3.71516
Cl 0.49243 -11.88440 -2.50202
Cl -1.82741 -12.66999 -4.07272
C 6.01942 7.78163 -0.41336
Cl 6.61535 9.38499 -0.91191
Cl 6.59927 6.54900 -1.56193
Cl 6.62528 7.40393 1.21911
Cl 4.23770 7.78839 -0.39877
C 3.31944 -14.07712 -0.78491
Cl 4.59826 -12.89569 -0.40634
Cl 3.00491 -14.07036 -2.53872
Cl 3.84551 -15.70352 -0.28217
Cl 1.82889 -13.63894 0.08748
C 11.11941 8.82027 -13.02173
Cl 12.14383 9.25515 -11.63037
Cl 11.40383 7.11658 -13.45918
Cl 9.40523 9.04442 -12.59039
Cl 11.52471 9.86480 -14.40719

For the total energy, the calculation gives -884874.41736 eV. For the largest force on an atom, the calculation gives 0.1596 Eh/bohr. As for the charge: +1. For the HOMO energy, the calculation gives -11.8 eV. The calculation puts the HOMO-LUMO gap at 8.67 eV. The LUMO energy is -3.13 eV. The calculation puts the energy relative to the best compared isomer or geometry (same formula, charge and spin) at 170.30 kcal/mol. As for the spin multiplicity: 1.

Löwdin population analysis, charges in e, atoms 1 to 5:
1. C -0.0456
2. C -0.3185
3. O -0.0386
4. N -0.0019
5. C -0.1990

Question: The highest energy relative to the best compared isomer or geometry (same formula, charge and spin) belongs to which entry?
Answer: C27H21Cl68N2O

Question: Which formula does entry 3 have?
Answer: C27H21Cl2N4O4Pb

Question: What is the energy relative to the best compared isomer or geometry (same formula, charge and spin) in the third record?
Answer: 20.09 kcal/mol

Question: Number 1 is which compound?
Answer: C27H20ClNO3S